[1]
Computed, not measured: an isolated molecule of C4H9N, with wB97M-V/def2-TZVPD.

Last column: Mulliken charge in e.
Atoms and positions in Å:
H (0.45, 1.71, -0.06)  0.298
H (0.40, -0.70, -2.10)  0.223
H (-1.24, -1.42, -1.86)  0.248
H (-1.53, -0.98, 1.58)  0.243
N (-0.18, -1.07, -0.13)  -0.220
C (-0.95, -0.40, 0.84)  -0.420
H (-1.23, 0.38, -1.25)  0.140
C (0.55, -0.25, 0.82)  0.201
H (-1.52, 0.46, 0.13)  0.075
H (1.28, 1.67, 1.49)  0.320
C (1.14, 1.12, 0.55)  -1.163
H (1.23, -0.89, 1.39)  0.311
C (-0.51, -0.70, -1.46)  -0.550
H (2.11, 1.07, 0.05)  0.294

The max |F| comes out at 0.073 hartree/bohr. The SMILES is C[C@H]1CN1C. The calculation puts the orbital gap at 10.07 eV. Its LUMO energy is 1.20 eV. The net charge is 0. The HOMO energy is -0.3258 Ha. The value obtained for the relative energy (zero: lowest compared OMol25 entry of this formula, charge and spin) is 2.723 eV.

***

[2]
Computed, not measured: a structure of composition C4H9N, with wB97M-V/def2-TZVPD.

Last column: Mulliken charge in e.
Atoms and positions in Å:
H (-0.88, 0.88, -2.08)  0.342
H (1.17, -0.54, -1.41)  0.357
H (-0.97, -1.40, 2.07)  0.315
N (0.31, -0.71, 0.56)  -0.027
H (0.32, 2.14, -1.73)  0.331
C (-0.39, 1.41, -1.30)  -1.236
C (0.64, -0.04, -0.59)  -0.187
C (-0.58, -1.71, 1.10)  -0.755
H (1.84, 0.53, 1.35)  0.295
H (-0.03, -2.65, 1.25)  0.217
C (0.91, 0.56, 0.77)  -0.567
H (-1.19, 2.07, -0.85)  0.342
H (0.24, 1.42, 0.40)  0.273
H (-1.41, -1.91, 0.42)  0.299

The max |F| comes out at 0.065 hartree/bohr. The calculation puts the orbital gap at 9.28 eV. Its LUMO energy is 1.11 eV. The net charge is 0. The HOMO energy is -0.3003 Ha. The value obtained for the relative energy (zero: lowest compared OMol25 entry of this formula, charge and spin) is 4.775 eV.

***

[3]
Computed, not measured: a structure of composition C4H9N, with wB97M-V/def2-TZVPD.

Last column: Mulliken charge in e.
Atoms and positions in Å:
H (-1.21, 0.36, -2.75)  0.441
H (-0.36, 2.03, -0.82)  0.325
H (-1.95, -0.09, -0.71)  0.265
H (2.90, 1.22, 4.65)  0.007
H (0.86, -1.47, -0.23)  0.248
H (3.41, 0.75, 4.46)  -0.007
N (0.07, 0.42, 0.43)  -0.653
C (-1.13, 0.19, -1.68)  -0.230
H (-0.44, -1.53, 1.05)  0.324
H (-1.82, -1.97, -1.24)  0.363
C (-0.08, -0.97, 0.16)  -0.416
C (0.04, 1.03, -0.93)  -0.569
C (-1.32, -1.04, -0.91)  -0.440
H (1.01, 1.07, -1.47)  0.342

The max |F| comes out at 0.100 hartree/bohr. The calculation puts the orbital gap at 5.41 eV. Its LUMO energy is -1.07 eV. The net charge is 0. The HOMO energy is -0.2384 Ha. The value obtained for the relative energy (zero: lowest compared OMol25 entry of this formula, charge and spin) is 7.345 eV.

***

[4]
Computed, not measured: a cluster of 2 separate species, C4H9N in total, with wB97M-V/def2-TZVPD.

Last column: Mulliken charge in e.
Atoms and positions in Å:
H (-0.61, -2.01, -1.66)  0.354
H (0.06, 2.16, -0.82)  0.194
H (-0.10, 1.51, 2.33)  0.291
C (-0.77, 0.79, 1.85)  -0.746
C (0.32, -1.48, -1.43)  -1.197
C (-0.19, 1.09, -0.87)  -0.941
C (0.77, 0.17, -0.08)  -0.062
H (-1.78, 1.21, 1.82)  0.291
H (1.76, -0.07, 0.28)  0.452
H (-0.17, -0.26, -1.54)  0.381
H (-0.78, -0.14, 2.42)  0.279
H (0.77, -2.05, -0.60)  0.330
H (1.02, -1.56, -2.27)  0.289
N (-0.29, 0.57, 0.51)  0.085

The max |F| comes out at 0.010 hartree/bohr. The SMILES is CN1C=C1.C. The calculation puts the orbital gap at 8.22 eV. Its LUMO energy is 0.71 eV. The net charge is 0. The HOMO energy is -0.2760 Ha. The value obtained for the relative energy (zero: lowest compared OMol25 entry of this formula, charge and spin) is 6.876 eV.

***

[5]
Computed, not measured: an isolated molecule of C4H9N, with wB97M-V/def2-TZVPD.

Last column: Mulliken charge in e.
Atoms and positions in Å:
C (0.15, 0.11, -1.61)  -0.294
H (0.78, 0.70, 2.47)  0.302
C (-0.22, -1.01, -2.23)  -0.623
H (1.54, 0.65, -0.10)  0.271
H (-1.32, 0.56, 0.48)  0.266
H (-0.38, -0.60, 2.30)  0.330
H (-0.92, 1.03, 2.74)  0.318
C (0.57, 0.14, -0.16)  -0.479
H (-0.03, 1.14, -1.91)  0.334
N (-0.37, 0.83, 0.71)  -0.404
H (-0.47, -1.92, -1.71)  0.293
H (0.80, -0.89, 0.16)  0.329
C (-0.23, 0.47, 2.11)  -0.919
H (0.11, -1.20, -3.25)  0.276

The max |F| comes out at 0.038 hartree/bohr. The SMILES is C=CCNC. The calculation puts the orbital gap at 10.18 eV. Its LUMO energy is 1.18 eV. The net charge is 0. The HOMO energy is -0.3307 Ha. The value obtained for the relative energy (zero: lowest compared OMol25 entry of this formula, charge and spin) is 1.750 eV.

***

[6]
Computed, not measured: a structure of composition C4H9N, with wB97M-V/def2-TZVPD.

Last column: Mulliken charge in e.
Atoms and positions in Å:
C (-0.34, -1.00, -0.37)  -0.143
H (0.29, 0.43, 1.94)  0.305
H (-1.52, 0.55, 0.24)  0.456
H (-0.20, -2.06, -0.27)  0.445
H (2.05, 1.50, -0.43)  0.369
H (1.42, -0.66, 1.88)  0.327
C (0.67, -0.08, 0.10)  0.110
N (1.13, 0.20, 1.45)  -0.500
C (-1.73, -0.29, -0.41)  -1.052
H (-2.55, -0.84, 0.16)  0.307
H (1.44, 0.30, -1.77)  0.361
H (-2.09, 0.03, -1.34)  0.332
C (1.29, 0.87, -0.88)  -0.524
H (0.12, 1.02, -0.27)  0.208

The max |F| comes out at 0.106 hartree/bohr. The expectation value of S² is 0.76. The calculation puts the orbital gap (alpha / beta) at 8.06 / 9.57 eV. As for the spin multiplicity: 2. Its LUMO energy (alpha / beta) is -5.93 / -6.17 eV. The net charge is +1. The HOMO energy (alpha / beta) is -0.5141 / -0.5788 Ha. The value obtained for the relative energy (zero: lowest compared OMol25 entry of this formula, charge and spin) is 4.924 eV.